1.
# C40H65F10NO12S

A 5-piece molecular cluster, C40H65F10NO12S overall (wB97M-V/def2-TZVPD, the OMol25 dataset).

CARTESIAN COORDINATES (ANGSTROEM)
C (-1.85966, -3.85625, -8.86561)
C (-1.62899, -2.42088, -9.62679)
O (-0.97142, -1.44629, -8.74337)
C (0.41344, -1.83245, -8.41628)
C (1.11005, -0.46544, -7.74977)
O (1.27549, -0.59193, -6.29567)
C (0.34264, 0.25910, -5.54122)
C (0.43209, 1.88484, -5.72643)
C (-0.98778, 2.68741, -5.56773)
C (-1.93897, 2.53177, -6.93487)
F (-1.76493, 2.33085, -4.34924)
N (-0.99548, -0.44887, -5.83576)
C (-0.99499, -1.61678, -4.82632)
O (-1.25306, -2.91467, -5.02229)
C (-0.65206, -0.80114, -3.44486)
C (-0.65182, -1.57093, -1.99995)
C (-2.07277, -1.28648, -1.19739)
C (-3.26338, -2.20344, -1.85301)
C (-4.64578, -1.39197, -2.19760)
C (-4.43671, 0.05856, -2.93322)
C (-5.89063, 0.61032, -3.52459)
C (-5.52695, 1.58676, -4.80218)
C (-5.69973, 0.72187, -6.22237)
O (-5.87904, 1.61687, -7.38362)
C (-5.14615, 1.10419, -8.56306)
C (0.63690, 0.08561, -3.92600)
C (2.14589, -0.27248, -3.40186)
C (3.03361, 1.05277, -2.95468)
C (2.84692, 1.43610, -1.33697)
F (2.37444, 2.87378, -1.36970)
F (1.73335, 0.69286, -0.68932)
C (4.24971, 1.46368, -0.50256)
F (4.04093, 2.42450, 0.64389)
F (5.39332, 2.05248, -1.29249)
S (4.82346, -0.14100, 0.23701)
F (3.57334, -0.22155, 1.40334)
F (5.74571, 0.77989, 1.40344)
F (6.23755, -0.04795, -0.77996)
F (4.01745, -1.13138, -0.89753)
F (5.48390, -1.56854, 0.92858)
H (-1.43378, -4.69081, -9.57775)
H (-3.02246, -3.99831, -8.69347)
H (-1.36041, -3.92353, -7.79399)
H (-1.07295, -2.51275, -10.65838)
H (-2.71600, -1.98409, -9.84952)
H (0.50946, -2.76838, -7.71616)
H (0.97113, -2.01306, -9.44512)
H (0.44919, 0.43223, -8.10453)
H (2.21060, -0.43669, -8.20879)
H (0.84298, 2.15008, -6.81542)
H (1.19956, 2.41384, -4.98406)
H (-0.77491, 3.85647, -5.49180)
H (-2.90786, 1.87658, -6.73129)
H (-2.31011, 3.61371, -7.27418)
H (-1.34104, 2.08953, -7.85047)
H (-1.85524, 0.04054, -5.50520)
H (-1.54141, -0.01906, -3.32596)
H (0.23304, -1.29244, -1.28680)
H (-0.59885, -2.75187, -2.14143)
H (-2.29861, -0.13727, -1.14841)
H (-1.94025, -1.64115, -0.06581)
H (-2.86477, -2.78810, -2.79706)
H (-3.55304, -3.03432, -1.05153)
H (-5.25554, -2.07180, -2.95928)
H (-5.35910, -1.23531, -1.25842)
H (-3.69883, 0.02266, -3.86649)
H (-4.07881, 0.83518, -2.12004)
H (-6.53253, 1.16972, -2.69832)
H (-6.47468, -0.34304, -3.93793)
H (-6.17670, 2.56840, -4.85190)
H (-4.39321, 1.94436, -4.74798)
H (-6.64832, 0.03982, -6.10314)
H (-4.71576, 0.05742, -6.31249)
H (-5.04654, 1.97141, -9.35182)
H (-4.05645, 0.72565, -8.29648)
H (-5.72559, 0.22384, -9.10964)
H (0.42992, 1.13098, -3.39731)
H (2.82155, -0.83177, -4.21240)
H (2.03876, -1.06779, -2.51796)
H (2.84045, 2.00203, -3.61019)
H (4.17212, 0.75294, -3.13911)
O (-0.80860, -1.05792, 6.33814)
C (0.07829, -0.63303, 5.61630)
C (1.33042, 0.04432, 6.08485)
C (1.83658, 0.68558, 4.81756)
C (1.31891, -0.24146, 3.74914)
O (0.08539, -0.74884, 4.25588)
H (2.02463, -0.71060, 6.46429)
H (1.11161, 0.79038, 6.85227)
H (2.92270, 0.80750, 4.79244)
H (1.38197, 1.67689, 4.70075)
H (1.99445, -1.08377, 3.56660)
H (1.14220, 0.28225, 2.80514)
O (10.57117, -0.37348, 6.09229)
C (9.79901, 0.24848, 5.38157)
C (8.55231, -0.30469, 4.76037)
C (8.23179, 0.73378, 3.71526)
C (8.79840, 1.99314, 4.31684)
O (9.93210, 1.57205, 5.07393)
H (7.77123, -0.36913, 5.52298)
H (8.73654, -1.28301, 4.31053)
H (7.16566, 0.80847, 3.48515)
H (8.76275, 0.49521, 2.78565)
H (8.09104, 2.48613, 4.99194)
H (9.11194, 2.70671, 3.54929)
O (0.52566, 0.91932, 8.86442)
C (0.61820, -0.03545, 9.61810)
C (-0.13691, -1.32328, 9.48593)
C (0.05628, -1.94449, 10.84614)
C (1.38971, -1.39076, 11.27539)
O (1.46597, -0.09325, 10.68680)
H (0.31900, -1.92539, 8.69510)
H (-1.19309, -1.14116, 9.27442)
H (0.02697, -3.03728, 10.83627)
H (-0.72847, -1.59103, 11.52603)
H (2.22759, -1.99153, 10.90636)
H (1.46561, -1.30712, 12.36345)
O (-3.70301, -1.36261, 10.25068)
C (-3.96416, -0.22904, 10.61808)
C (-3.36435, 1.02551, 10.05904)
C (-3.72719, 2.04497, 11.10902)
C (-5.01002, 1.49403, 11.67446)
O (-4.88581, 0.07590, 11.57817)
H (-3.83347, 1.24792, 9.09661)
H (-2.28159, 0.93015, 9.94971)
H (-3.83077, 3.05990, 10.71615)
H (-2.95504, 2.06071, 11.88783)
H (-5.88684, 1.80780, 11.09836)
H (-5.15160, 1.78160, 12.72035)

Computed properties:
- SMILES: CCOCCO[C@@]1(C[C@@H](C)F)NC(=O)[C@@H](CCCCCCCCOC)[C@H]1CCC(F)(F)C(F)(F)S(F)(F)(F)(F)F.O=C1CCCO1.O=C1CCCO1.O=C1CCCO1.O=C1CCCO1
- Orbital gap: 6.80 eV

Atom charges from the Mulliken analysis, given in e for atoms 1 to 5: C -0.637; C -0.343; O -0.141; C -0.586; C -0.372

2.
# C40H65F21O20

A 10-piece molecular cluster, C40H65F21O20 overall (wB97M-V/def2-TZVPD, the OMol25 dataset).

CARTESIAN COORDINATES (ANGSTROEM)
C (-2.57793, 0.74983, -5.72474)
C (-3.42425, -0.37300, -6.42160)
O (-3.14780, -0.31431, -7.81965)
C (-2.03162, -1.00546, -8.24273)
O (-1.38057, -1.78267, -7.50657)
C (-1.64476, -0.89777, -9.70161)
F (-2.73315, -0.59119, -10.43281)
F (-0.86887, 0.15401, -9.80575)
F (-1.03337, -1.95431, -10.16273)
H (-1.50225, 0.58673, -5.79124)
H (-2.79382, 0.82494, -4.65897)
H (-2.74040, 1.76188, -6.09547)
H (-4.47808, -0.10473, -6.34700)
H (-3.17468, -1.34127, -5.98771)
C (2.45396, -0.60856, 7.74015)
C (3.89850, -0.96369, 8.04061)
O (4.05607, -2.27197, 8.46361)
C (4.60691, -3.29431, 7.70483)
O (5.15152, -3.18699, 6.61332)
C (4.56878, -4.64534, 8.40592)
F (4.10965, -4.62097, 9.63276)
F (3.84213, -5.47370, 7.66704)
F (5.82504, -5.04731, 8.41374)
H (2.34666, 0.41713, 7.38723)
H (1.94822, -0.72961, 8.69810)
H (1.89408, -1.36826, 7.19472)
H (4.33318, -0.31958, 8.80498)
H (4.41914, -0.73702, 7.11021)
C (1.25146, 6.27456, -1.28203)
C (1.82556, 7.51711, -0.61907)
O (1.41821, 7.52041, 0.78894)
C (2.03163, 6.76572, 1.74125)
O (3.00267, 6.04548, 1.50718)
C (1.40575, 6.96363, 3.13596)
F (2.32210, 7.58032, 3.88971)
F (0.32207, 7.67364, 3.09147)
F (1.14422, 5.73767, 3.67678)
H (1.72192, 5.35831, -0.92530)
H (1.50670, 6.43138, -2.33005)
H (0.16674, 6.38047, -1.26598)
H (1.31905, 8.35641, -1.09561)
H (2.89863, 7.62068, -0.78000)
C (0.24135, -5.14561, 4.32445)
C (-1.02032, -4.56561, 5.06091)
O (-0.90087, -4.75798, 6.46565)
C (-1.32681, -5.91832, 7.02095)
O (-1.80730, -6.89936, 6.47333)
C (-1.16764, -5.80136, 8.57394)
F (-0.44260, -4.66828, 8.94753)
F (-2.43220, -5.73691, 9.04665)
F (-0.53673, -6.89662, 9.01494)
H (0.17691, -6.22486, 4.46292)
H (1.15159, -4.88192, 4.86298)
H (0.32117, -4.79613, 3.29508)
H (-2.00854, -4.78187, 4.65502)
H (-0.99129, -3.48662, 4.90909)
C (-1.83601, -7.39835, -3.58630)
C (-3.03862, -6.88377, -4.40915)
O (-3.22476, -7.63975, -5.59366)
C (-3.63573, -8.90234, -5.70998)
O (-3.80174, -9.67031, -4.74791)
C (-3.79759, -9.39479, -7.19406)
F (-5.03778, -9.58554, -7.36372)
F (-3.38272, -8.41861, -8.05391)
F (-3.14323, -10.57324, -7.40728)
H (-1.97745, -8.45190, -3.34519)
H (-1.64851, -6.80717, -2.68995)
H (-0.98619, -7.34885, -4.26707)
H (-2.83937, -5.84754, -4.68234)
H (-3.92084, -6.86161, -3.76939)
C (-8.01608, 6.21846, -3.47303)
C (-7.64491, 4.99114, -2.54886)
O (-7.37947, 5.63458, -1.30300)
C (-6.15730, 5.79745, -0.79267)
O (-5.11332, 5.37107, -1.29926)
C (-6.27704, 6.47337, 0.58537)
F (-5.16300, 7.22757, 0.85466)
F (-7.37383, 7.25458, 0.58113)
F (-6.32310, 5.50557, 1.42323)
H (-8.15630, 6.07765, -4.54476)
H (-7.29899, 7.03552, -3.39378)
H (-8.98046, 6.56996, -3.10624)
H (-6.79274, 4.49200, -3.01013)
H (-8.41751, 4.22400, -2.60082)
C (3.17950, 1.75913, -6.89933)
C (3.39356, 3.15368, -6.30739)
O (3.46411, 4.09671, -7.31803)
C (2.27918, 4.68855, -7.93452)
O (1.08293, 4.48944, -7.63384)
C (2.61449, 5.66088, -9.09449)
F (1.88303, 6.79556, -9.02209)
F (3.86212, 5.99244, -9.17793)
F (2.14083, 5.05679, -10.23510)
H (3.35142, 0.99823, -6.13802)
H (3.92534, 1.56538, -7.67023)
H (2.19579, 1.52468, -7.30609)
H (4.30567, 3.21817, -5.71408)
H (2.56140, 3.21531, -5.60610)
C (8.44551, -2.34149, 0.21146)
O (8.75475, -1.54343, -0.94112)
C (9.12414, -0.19655, -0.75939)
C (9.70539, 0.37245, -2.07992)
O (8.84032, 0.59615, -3.18363)
C (8.30801, -0.66161, -3.59904)
H (8.37822, -3.39591, -0.05645)
H (7.47569, -2.15819, 0.67401)
H (9.14365, -2.32260, 1.04833)
H (9.85085, -0.07335, 0.04362)
H (8.31837, 0.44246, -0.39812)
H (10.57417, -0.20348, -2.39871)
H (10.01471, 1.39262, -1.85260)
H (9.09710, -1.40841, -3.68691)
H (7.92432, -0.53332, -4.61118)
H (7.47488, -1.04677, -3.01112)
C (-0.54793, 1.51070, 1.40564)
O (0.28198, 0.55711, 2.15180)
C (1.65951, 0.63645, 1.93624)
C (2.03766, 0.25121, 0.46656)
O (1.54361, -1.07041, 0.23737)
C (1.96755, -1.57783, -1.03519)
H (-0.68001, 1.22025, 0.36339)
H (-0.18095, 2.53703, 1.41439)
H (-1.54399, 1.56447, 1.84504)
H (2.17033, -0.08148, 2.57791)
H (1.94179, 1.67096, 2.13167)
H (3.12628, 0.24967, 0.41183)
H (1.54202, 0.96783, -0.18834)
H (1.80383, -0.79733, -1.77824)
H (1.33469, -2.42271, -1.30682)
H (3.00071, -1.92410, -1.00747)
C (-3.99112, 1.47091, 7.41421)
O (-5.22292, 2.09629, 7.10129)
C (-6.21308, 1.30397, 6.57815)
C (-6.79441, 0.26963, 7.55323)
O (-6.08135, -0.95808, 7.82752)
C (-6.01316, -1.77249, 6.71525)
H (-4.13114, 0.92027, 8.34442)
H (-3.29326, 2.27065, 7.66219)
H (-3.61946, 0.78436, 6.65354)
H (-6.07648, 0.88653, 5.58056)
H (-7.01731, 2.02856, 6.45059)
H (-7.77238, -0.00991, 7.16137)
H (-6.97679, 0.81370, 8.47996)
H (-5.49161, -2.71266, 6.89459)
H (-5.57113, -1.33896, 5.81816)
H (-7.01199, -2.09351, 6.41966)

Computed properties:
- SMILES: CCOC(=O)C(F)(F)F.CCOC(=O)C(F)(F)F.CCOC(=O)C(F)(F)F.CCOC(=O)C(F)(F)F.CCOC(=O)C(F)(F)F.CCOC(=O)C(F)(F)F.CCOC(=O)C(F)(F)F.COCCOC.COCCOC.COCCOC
- Orbital gap: 9.29 eV
- Relative energy (zero: lowest compared OMol25 entry of this formula, charge and spin): 537.1 kJ/mol

Atom charges from the Mulliken analysis, given in e for atoms 1 to 5: C -1.101; C -0.166; O -0.304; C 0.403; O -0.543

3.
# C40H66ClN4O6SeTa

C40H66ClN4O6SeTa as an isolated structure (wB97M-V/def2-TZVPD, the OMol25 dataset).

CARTESIAN COORDINATES (ANGSTROEM)
Ta (0.03012, 0.42008, 0.11561)
C (-0.16411, -2.84091, -2.24704)
N (0.54031, -2.59106, -0.99751)
C (-0.02341, -3.41654, 0.06243)
C (1.95162, -2.85897, -1.18028)
C (2.76492, -2.40622, 0.01659)
N (2.47837, -1.03807, 0.49158)
C (3.36599, -0.07312, -0.20284)
C (3.20332, -0.05689, -1.70831)
C (4.28868, -0.40655, -2.49038)
C (4.21144, -0.42486, -3.87912)
C (3.00826, -0.02154, -4.44405)
C (1.87844, 0.35850, -3.70392)
C (1.99408, 0.28252, -2.31668)
O (0.91845, 0.47992, -1.49005)
C (0.64985, 0.93256, -4.44465)
C (0.68442, 2.46095, -4.28276)
C (-0.69004, 0.38926, -3.92528)
C (0.69630, 0.63396, -5.95102)
C (5.42244, -0.85972, -4.70907)
C (5.15041, -0.79440, -6.21343)
C (5.78325, -2.30983, -4.34790)
C (6.61609, 0.05657, -4.39686)
C (2.75246, -1.01030, 1.95084)
C (2.45205, 0.25252, 2.71223)
C (3.45221, 0.97275, 3.34278)
C (3.13675, 2.05357, 4.16172)
C (1.78748, 2.26719, 4.42170)
C (0.74429, 1.55229, 3.82610)
C (1.12154, 0.61745, 2.86801)
O (0.23915, 0.07902, 1.95918)
C (-0.68446, 1.74464, 4.38208)
C (-1.81370, 1.15248, 3.53284)
C (-0.99558, 3.23738, 4.60191)
C (-0.70759, 1.01394, 5.74035)
C (4.19033, 2.96776, 4.79122)
C (5.60461, 2.59584, 4.34821)
C (4.11944, 2.86911, 6.32383)
C (3.91518, 4.41571, 4.35784)
H (-0.10494, -3.90173, -2.54449)
H (0.28075, -2.23376, -3.03922)
H (-1.21312, -2.55969, -2.13840)
H (0.19316, -4.48563, -0.09969)
H (-1.10269, -3.27513, 0.09311)
H (0.37170, -3.11851, 1.03846)
H (2.27989, -2.34885, -2.08432)
H (2.14259, -3.93567, -1.32470)
H (3.83075, -2.49763, -0.22783)
H (2.56712, -3.08669, 0.84418)
H (4.41388, -0.31194, 0.01606)
H (3.18016, 0.90712, 0.20977)
H (5.21432, -0.68001, -1.98824)
H (2.93844, 0.00437, -5.52123)
H (0.53744, 2.75585, -3.24628)
H (-0.10613, 2.91887, -4.89062)
H (1.64662, 2.85713, -4.62127)
H (-0.88872, 0.65096, -2.88947)
H (-0.73725, -0.69970, -4.01731)
H (-1.49734, 0.80577, -4.53758)
H (1.51102, 1.16054, -6.45681)
H (-0.23879, 0.98129, -6.39981)
H (0.78728, -0.43998, -6.15416)
H (4.32574, -1.45311, -6.50323)
H (6.04373, -1.11966, -6.75438)
H (4.91648, 0.22480, -6.53879)
H (4.94706, -2.98028, -4.57226)
H (6.02573, -2.41248, -3.28541)
H (6.65217, -2.63961, -4.92760)
H (6.37293, 1.09749, -4.63132)
H (7.48465, -0.23735, -4.99660)
H (6.90117, 0.00519, -3.34251)
H (3.80228, -1.27675, 2.12517)
H (2.13478, -1.79576, 2.38369)
H (4.48445, 0.67764, 3.17233)
H (1.52406, 3.03263, 5.14351)
H (-2.75665, 1.32883, 4.05894)
H (-1.89463, 1.62274, 2.55347)
H (-1.70592, 0.07693, 3.38755)
H (-0.77030, 3.81976, 3.70359)
H (-0.43534, 3.66441, 5.43694)
H (-2.05837, 3.35832, 4.83197)
H (-0.53374, -0.05720, 5.59810)
H (-1.68483, 1.14193, 6.22028)
H (0.06519, 1.39711, 6.41246)
H (5.87273, 1.58137, 4.65962)
H (6.31997, 3.28319, 4.80636)
H (5.71578, 2.66836, 3.26165)
H (4.27423, 1.83587, 6.65020)
H (3.14828, 3.20207, 6.70356)
H (4.89294, 3.49543, 6.78127)
H (3.93978, 4.50115, 3.26713)
H (4.67161, 5.08806, 4.77685)
H (2.93222, 4.75634, 4.69620)
Se (-2.01703, -0.61021, -0.20046)
O (0.48004, 4.28751, 1.02046)
Cl (0.47910, 3.05888, 0.31931)
O (0.47076, 3.20680, -1.09839)
O (1.59200, 2.17786, 0.71166)
O (-0.75599, 2.24705, 0.69215)
C (-3.91244, 1.71570, -2.22053)
C (-5.04800, 2.58916, -2.82606)
N (-4.92658, 3.97146, -2.34673)
C (-4.90025, 3.96602, -0.87744)
C (-3.64786, 3.19423, -0.36790)
N (-2.95781, 2.56460, -1.49956)
C (-2.47985, 3.61364, -2.41287)
C (-3.66287, 4.52804, -2.83963)
H (-3.37030, 1.16471, -2.99367)
H (-4.29990, 0.97918, -1.51352)
H (-6.03419, 2.21248, -2.54899)
H (-4.99273, 2.60900, -3.91689)
H (-5.82242, 3.49713, -0.52968)
H (-4.89960, 5.00006, -0.52958)
H (-3.92425, 2.40694, 0.33865)
H (-2.94289, 3.86506, 0.12669)
H (-2.02882, 3.11754, -3.27724)
H (-1.69642, 4.18405, -1.91520)
H (-3.72592, 4.61570, -3.92600)
H (-3.55774, 5.53389, -2.42986)

Computed properties:
- Orbital gap: 7.42 eV
- Relative energy (zero: lowest compared OMol25 entry of this formula, charge and spin): 54.5 kJ/mol

Atom charges from the Mulliken analysis, given in e for atoms 1 to 5: Ta 0.433; C -1.021; N 0.837; C -1.071; C -1.324